Entry 1:
The following is a quantum chemistry calculation of a cluster of 3 separate species, C29H38BF2NO12 in total, from the OMol25 dataset.

XYZ file:
```
83
C29H38BF2NO12 | the OMol25 dataset | ωB97M-V/def2-TZVPD
C -1.12656 0.75150 -3.94349
O -1.65204 -0.35729 -3.21238
C -0.62635 -1.21168 -2.68178
C -1.06078 -2.04108 -1.41919
C 0.29809 -2.67510 -0.84119
O 0.90723 -3.40652 -1.94610
C 2.30200 -3.16228 -1.97957
C 3.12254 -4.04092 -1.11792
C 4.56623 -3.83655 -1.09020
C 5.16569 -2.79237 -1.94185
C 4.35305 -1.93157 -2.81381
C 2.88462 -2.11966 -2.82033
O -1.79630 -1.29873 -0.41870
C -1.14484 -0.15491 0.04432
O -0.24299 -0.16552 0.84594
C -1.64519 1.25342 -0.42301
C -0.48223 2.35389 -0.43167
C 0.81993 1.90075 -1.19073
O -1.09301 3.53040 -0.96707
C -0.18469 4.62758 -1.07248
C 0.42075 5.06412 0.32446
C -0.57315 5.22499 1.40839
C -0.05026 5.58357 2.72218
C 1.39296 5.76104 2.95071
C 2.33981 5.60978 1.83414
C 1.85459 5.24770 0.50065
B -1.99186 -3.34353 -1.76224
O -2.27099 -4.18710 -0.62748
N -2.55573 -3.71741 -3.06759
C -3.57138 -2.78155 -3.58587
C -1.56019 -4.13108 -4.07513
H -1.62997 0.91560 -4.93440
H -0.01815 0.65556 -4.14826
H -1.22785 1.67928 -3.30220
H -0.20633 -1.81999 -3.52161
H 0.21966 -0.53112 -2.34287
H 1.02777 -1.87568 -0.53786
H 0.11034 -3.40728 -0.01614
H 2.61666 -4.81805 -0.48340
H 5.21350 -4.46476 -0.43413
H 6.27870 -2.67476 -1.92451
H 4.83865 -1.15551 -3.44908
H 2.26106 -1.45737 -3.47053
H -2.24796 1.24116 -1.36291
H -2.35105 1.60641 0.39086
H -0.18907 2.45200 0.65639
H 1.17051 0.87038 -0.94421
H 0.76520 2.04866 -2.30823
H 1.64616 2.59734 -0.85128
H -0.80857 5.51289 -1.39830
H 0.60380 4.50937 -1.86402
H -1.65763 5.05812 1.18277
H -0.76392 5.68411 3.57001
H 1.77699 6.00950 3.98480
H 3.43521 5.72997 1.98140
H 2.50440 5.08155 -0.39498
H -3.19960 -3.98229 -0.39775
H -4.37522 -3.36731 -4.12024
H -3.10597 -2.11627 -4.37499
H -4.08660 -2.16829 -2.80013
H -0.71839 -4.64189 -3.52573
H -2.03579 -4.93517 -4.70747
H -1.21316 -3.30541 -4.75252
C -0.80191 -6.30721 1.43978
C -0.68100 -7.72317 0.96247
O 0.45115 -7.67633 0.11394
C 1.23965 -6.67904 0.60311
O 2.38603 -6.52919 0.31425
O 0.56112 -5.88208 1.46755
F -1.75969 -8.08702 0.22872
H -1.36472 -5.67791 0.74809
H -1.25586 -6.23646 2.42785
H -0.51311 -8.45519 1.75678
C -1.30125 6.15267 8.19887
C -1.74192 6.87787 6.96150
O -0.51800 7.25052 6.35870
C 0.38607 6.30031 6.73618
O 1.44017 6.13531 6.21413
O -0.07471 5.56022 7.78094
F -2.43326 8.00083 7.27158
H -1.11178 6.82876 9.03583
H -2.01589 5.39387 8.51538
H -2.32340 6.26857 6.26482
```

## Properties
- Kohn-Sham gap: 8.981 eV
- SMILES string: COC[C@@](COc1ccccc1)(OC(=O)C[C@@H](C)OCc1ccccc1)B(O)N(C)C.O=C1OC[C@@H](F)O1.O=C1OC[C@@H](F)O1

Entry 2:
The following is a quantum chemistry calculation of a cluster of 7 separate species, C29H38BF5N6O3P in total, from the OMol25 dataset.

XYZ file:
```
83
C29H38BF5N6O3P | the OMol25 dataset | ωB97M-V/def2-TZVPD
C -2.82104 -2.85978 -0.71850
P -4.05420 -1.49190 -0.53799
O -5.42663 -2.16125 -1.24337
C -4.32552 -1.62277 1.31043
O -3.07787 -1.43295 1.89724
B -3.07103 0.01920 2.15901
C -1.81404 0.60052 3.01049
F -1.73623 0.22672 4.31215
F -1.90860 1.98158 3.05308
C -0.46018 0.38510 2.33749
F 0.53810 0.24994 3.24141
F -0.43147 -0.67938 1.53079
O -4.42817 0.21059 2.78281
C -5.17904 -0.38410 1.81977
F -6.41416 -0.72429 2.29332
H -2.78849 -3.46600 0.18047
H -3.07181 -3.44863 -1.59372
H -1.85948 -2.38618 -0.85224
H -6.00119 -1.43286 -1.46814
H -4.77441 -2.56653 1.62041
H -3.07835 0.74083 1.15786
H -0.21866 1.26046 1.74310
H -5.32104 0.30090 0.97441
N -7.03153 -1.76547 6.35856
C -7.69665 -2.59787 7.21745
C -8.36528 -3.52485 6.46208
C -8.08866 -3.23584 5.09644
C -7.26223 -2.14324 5.06683
H -6.45581 -0.99106 6.63058
H -7.63534 -2.46242 8.28358
H -8.98165 -4.32138 6.84504
H -8.45317 -3.76859 4.23454
H -6.82026 -1.60463 4.24614
N -2.00640 -3.55261 -5.22254
C -0.94812 -2.68689 -5.16234
C -1.36016 -1.56602 -4.48951
C -2.71670 -1.76844 -4.12040
C -3.08706 -2.99917 -4.58891
H -1.99040 -4.45608 -5.65476
H 0.00104 -2.94190 -5.60480
H -0.75531 -0.70054 -4.27415
H -3.34131 -1.09296 -3.55969
H -4.01923 -3.53136 -4.51187
N 2.40349 -2.19308 -3.83209
C 2.73510 -0.86868 -3.88916
C 4.07674 -0.76042 -3.63562
C 4.57274 -2.07481 -3.41475
C 3.51366 -2.93605 -3.54299
H 1.48032 -2.56348 -3.97464
H 1.99308 -0.11887 -4.10203
H 4.63706 0.15878 -3.60930
H 5.58830 -2.35557 -3.18952
H 3.45683 -4.00703 -3.45365
N 4.16706 -0.05133 0.28570
C 5.27663 0.71870 0.48943
C 5.02506 1.54719 1.55240
C 3.70982 1.26003 2.00705
C 3.21005 0.26887 1.20495
H 4.06589 -0.74161 -0.43577
H 6.14422 0.60746 -0.13896
H 5.70484 2.27854 1.95898
H 3.18851 1.72523 2.82606
H 2.25819 -0.23385 1.21354
N 0.16919 4.12851 0.77749
C 1.08799 5.12162 0.96469
C 1.40125 5.63991 -0.26447
C 0.63710 4.92840 -1.22909
C -0.11371 4.00277 -0.55228
H -0.24056 3.57445 1.50968
H 1.44002 5.37212 1.95016
H 2.10041 6.43763 -0.45130
H 0.63817 5.07872 -2.29565
H -0.82225 3.27053 -0.90006
N 8.07266 2.69773 -0.76969
C 9.02508 3.66479 -0.60877
C 9.31329 4.17906 -1.84521
C 8.49917 3.49464 -2.78761
C 7.74362 2.58891 -2.09144
H 7.67082 2.15278 -0.02968
H 9.41291 3.90425 0.36602
H 10.02543 4.96027 -2.05090
H 8.46825 3.65209 -3.85239
H 7.00131 1.88292 -2.42168
```

## Properties
- Kohn-Sham gap: 7.235 eV
- Charge: -1

Entry 3:
The following is a quantum chemistry calculation of a structure of composition C29H38BrF10KN6O15S3, from the OMol25 dataset.

XYZ file:
```
103
C29H38BrF10KN6O15S3 | the OMol25 dataset | ωB97M-V/def2-TZVPD
C -5.93143 -3.92248 -0.80846
C -7.30540 -3.39935 -1.32461
O -7.06129 -2.31266 -2.19818
C -7.26051 -1.03674 -1.60721
C -6.16656 -0.00369 -1.82708
C -4.99658 -0.11601 -2.55729
C -4.66348 -1.41176 -3.29957
O -3.70726 -1.07721 -4.32800
C -3.54930 -2.14536 -5.24629
C -4.06069 1.01694 -2.64041
C -4.29008 2.22387 -2.02907
C -3.23920 3.33560 -2.18531
F -3.43260 4.36283 -1.34353
F -3.27943 3.77912 -3.46605
F -2.00635 2.83920 -1.89828
C -5.50134 2.44967 -1.25498
N -5.93153 3.50991 -0.57618
S -7.35927 3.05575 0.09634
N -7.48124 1.53093 -0.45620
C -6.38610 1.28749 -1.19187
H -5.46067 -3.19973 -0.03082
H -5.20945 -3.94800 -1.70759
H -6.10149 -4.97590 -0.39591
H -7.74265 -4.23904 -1.90523
H -8.02055 -3.18646 -0.51034
H -8.21177 -0.61631 -2.00682
H -7.43033 -1.12076 -0.50994
H -4.13680 -2.15025 -2.63983
H -5.51895 -1.89159 -3.79879
H -3.19813 -1.70152 -6.20098
H -4.48741 -2.68457 -5.47724
H -2.72934 -2.82895 -4.91881
H -3.12832 0.92459 -3.21177
K -3.74000 -4.62562 -0.20715
C 0.88513 -3.73811 6.30876
C 1.40076 -3.30349 5.08383
C 0.71720 -3.56902 3.91611
C -0.48727 -4.27077 3.98735
C -1.00582 -4.71451 5.19423
C -0.30998 -4.44240 6.36118
N -1.23297 -4.53778 2.77815
O -0.77183 -4.15515 1.69464
O -2.29332 -5.12496 2.87634
H 1.42280 -3.52138 7.22453
H 2.33383 -2.75593 5.05023
H 1.11982 -3.23003 2.97028
H -1.95440 -5.26767 5.25567
H -0.70688 -4.77832 7.30952
O -8.36395 5.52067 2.42752
H -7.62927 5.50668 1.80584
H -7.94876 5.72095 3.27334
C 0.83869 1.92150 -1.31364
C 2.23914 1.51380 -0.93554
O 2.48042 0.45113 -0.36662
N 3.25232 2.35402 -1.23901
C 3.18521 3.64286 -1.90067
H 0.14449 1.14353 -1.00167
H 0.56594 2.84903 -0.81029
H 0.75838 2.04623 -2.39557
H 4.15871 2.00790 -0.95337
H 3.79364 3.59806 -2.80578
H 3.60243 4.39585 -1.23051
H 2.16755 3.91593 -2.16235
Br 2.55577 -1.77775 -0.52694
F -3.36800 -5.18156 6.31243
C 5.62606 8.24686 0.83220
C 4.60284 9.10865 0.85485
C 3.19720 8.65165 1.09927
O 2.30467 9.47798 1.12833
C 2.96208 7.22445 1.28781
C 3.98490 6.36202 1.26209
C 5.39400 6.82235 1.04430
O 6.28844 5.99961 1.04712
O 3.80456 5.04728 1.42899
O 4.77883 10.42046 0.66211
H 6.64468 8.56468 0.65880
H 1.94148 6.90496 1.44630
H 4.69641 4.65132 1.37003
H 3.88996 10.81791 0.72919
N 0.08675 -2.71588 -2.26266
H 0.35019 -3.55987 -2.76953
H -0.22981 -2.96774 -1.32199
H 0.91369 -2.09344 -2.19745
H -0.66997 -2.23665 -2.76403
O 1.55504 -4.85778 -4.68157
H 2.10898 -4.02750 -4.56859
H 1.73378 -5.51235 -3.94912
H 1.69391 -5.26721 -5.57379
C 8.44897 -3.16323 3.93484
F 9.02023 -4.16896 4.60659
F 7.43060 -2.71241 4.68680
F 9.34762 -2.16663 3.87376
S 7.89072 -3.68471 2.26846
O 6.92662 -4.72068 2.51752
O 9.09022 -4.10764 1.60073
N 7.30204 -2.27888 1.82030
S 6.67946 -2.24578 0.36858
O 5.44757 -2.96561 0.19175
O 7.60976 -2.34136 -0.72423
C 6.18264 -0.47745 0.38743
F 7.23252 0.34072 0.56655
F 5.31829 -0.20517 1.37724
F 5.58982 -0.10521 -0.76355
```

## Properties
- Kohn-Sham gap: 2.458 eV

Entry 4:
The following is a quantum chemistry calculation of a structure of composition C29H38FN3O7PS2Tl, from the OMol25 dataset.

XYZ file:
```
82
C29H38FN3O7PS2Tl | the OMol25 dataset | ωB97M-V/def2-TZVPD
Tl 1.03725 -2.39036 0.35374
O -1.46188 -5.42888 -0.63448
C -1.80128 -5.43225 -2.00236
C -0.67493 -4.93296 -2.87354
C -0.43370 -5.44001 -4.14512
C 0.56211 -4.85828 -4.91147
C 1.26140 -3.78008 -4.39333
C 0.95403 -3.34909 -3.11013
N 0.02543 -3.92989 -2.35665
H -1.06038 -4.56322 -0.45938
H -2.66780 -4.78490 -2.19326
H -2.06887 -6.45557 -2.27306
H -1.02506 -6.26571 -4.52233
H 0.78728 -5.23992 -5.90092
H 2.03076 -3.27673 -4.96393
H 1.48102 -2.51122 -2.66444
C 3.38273 3.16877 5.75093
C 2.04807 3.57812 5.13437
C 2.13386 5.00689 4.61874
C 0.86507 5.40506 3.88154
C 0.66022 4.46458 2.72621
C 0.08072 4.86770 1.54381
C -0.06055 3.96422 0.49629
F -0.64860 4.40231 -0.64333
C 0.38347 2.67590 0.58706
C 0.98342 2.25476 1.77699
C 1.51852 0.86414 1.85059
O 1.67874 0.23635 0.81418
C 1.80030 0.39873 3.19949
C 1.87781 1.32302 4.17836
N 1.66320 2.67221 4.04050
C 1.11019 3.13707 2.85157
C 2.03094 -1.06725 3.61818
O 2.78167 -1.21572 4.60394
O 1.38426 -1.92724 2.98355
H 3.73676 3.96738 6.40636
H 4.12078 3.00622 4.96339
H 3.31665 2.25403 6.33586
H 1.27021 3.53907 5.90883
H 2.98457 5.08042 3.93298
H 2.32772 5.66806 5.46570
H 0.93088 6.43165 3.51636
H 0.01395 5.35964 4.57052
H -0.27708 5.88395 1.42598
H 0.28473 1.97292 -0.23164
H 2.13407 0.97817 5.17037
N 5.56831 -2.41583 -1.11824
C 4.20704 -2.65062 -1.12833
O 3.44253 -1.74850 -1.41959
C 3.78261 -4.06451 -0.79992
C 2.82081 -4.12505 0.38652
H 5.83556 -1.44480 -1.10908
H 6.15058 -3.05686 -0.60879
H 4.70275 -4.66479 -0.67984
H 3.28104 -4.44054 -1.69850
H 3.36777 -3.99637 1.32706
H 2.31116 -5.09287 0.40056
C -3.20571 1.14047 0.37252
C -4.44181 0.51458 -0.25593
C -4.72621 -0.87050 0.30550
O -4.34222 0.56794 -1.69037
P -3.74575 -0.59751 -2.67766
S -5.14739 -1.91993 -3.10488
S -2.00378 -1.22480 -2.01390
O -3.62703 0.33311 -4.00451
C -3.01124 1.61529 -4.16560
C -1.83431 1.91923 -3.25272
C -4.09469 2.67995 -4.05245
H -3.32740 1.20503 1.45751
H -3.04194 2.14725 -0.01932
H -2.33022 0.52849 0.15098
H -5.30786 1.14859 -0.03780
H -3.86826 -1.52809 0.16752
H -5.58364 -1.32133 -0.19251
H -4.93245 -0.77787 1.37556
H -2.64294 1.60011 -5.19674
H -2.15115 1.97770 -2.21281
H -1.41108 2.88542 -3.54374
H -1.06782 1.15087 -3.32199
H -4.47880 2.70052 -3.03251
H -4.92035 2.45003 -4.72763
H -3.68878 3.66414 -4.30539
```

## Properties
- Kohn-Sham gap: 4.499 eV
- Relative energy (zero: lowest compared OMol25 entry of this formula, charge and spin): 0.0 kcal/mol
- Charge: -2

Entry 5:
The following is a quantum chemistry calculation of a structure of composition C29H38FeN2O6P2S5Te, from the OMol25 dataset.

XYZ file:
```
84
C29H38FeN2O6P2S5Te | the OMol25 dataset | ωB97M-V/def2-TZVPD
Fe -8.53359 -0.42015 19.14697
O -5.87328 -1.31308 12.61203
C -6.27652 -2.52208 13.24813
C -6.66117 -2.23680 14.67593
C -7.26383 -3.22402 15.41097
C -7.62366 -2.87623 16.69465
N -7.46292 -1.62052 17.21153
C -6.82839 -0.72311 16.50576
C -6.35977 -1.00101 15.21757
C -6.63612 0.59966 17.10574
C -5.60839 1.42926 16.66685
C -5.45843 2.69261 17.29907
C -4.33338 3.58207 16.77514
O -4.25787 3.60200 15.36924
C -6.32804 3.06940 18.29624
C -7.33816 2.18045 18.64955
N -7.45794 0.94736 18.10267
H -5.43063 -1.52269 11.77498
H -5.50431 -3.25975 13.29666
H -7.12912 -2.98844 12.72437
H -7.47094 -4.21220 15.03338
H -8.23871 -3.48619 17.30505
H -5.81643 -0.27499 14.59714
H -4.99215 1.09038 15.81895
H -3.36769 3.21396 17.08274
H -4.40597 4.55498 17.25148
H -4.97064 4.13116 14.99928
H -6.32243 4.06591 18.72527
H -8.02763 2.40695 19.40779
S -11.36671 2.11023 25.32850
C -10.64926 1.72484 23.87421
S -11.51594 1.70507 22.35473
C -10.21518 1.04731 21.35435
C -9.02906 0.82267 21.99279
S -7.59761 0.13516 21.26845
S -9.00750 1.19221 23.70135
S -10.58898 0.64564 19.70652
C -9.88496 -4.51542 20.52258
P -10.22113 -2.75449 20.36510
C -11.94282 -2.64569 19.90319
C -9.99603 -2.09373 21.97923
O -9.25104 -2.23677 19.30350
H -10.66991 -5.08428 21.02685
H -8.95621 -4.68784 21.05549
H -9.76970 -4.89196 19.52724
H -12.47340 -3.09672 20.74381
H -12.14720 -3.25310 18.98435
H -12.28115 -1.62775 19.76445
H -10.45732 -2.74282 22.72631
H -10.39126 -1.10138 22.04204
H -8.95032 -2.06581 22.17851
C -4.86227 -3.63638 21.86446
O -4.29751 -3.73661 20.58551
P -5.36472 -3.22754 19.43148
O -4.65115 -4.04863 18.17452
C -4.62806 -5.48459 18.30710
O -4.88893 -1.76778 19.03342
C -3.49690 -1.46945 18.74692
H -4.09260 -3.86538 22.61161
H -5.69024 -4.36360 22.02695
H -5.24117 -2.63789 22.06887
H -4.34150 -5.88792 17.34088
H -5.62024 -5.81334 18.60081
H -3.92679 -5.77198 19.07786
H -2.80025 -2.09750 19.28580
H -3.27262 -0.43347 19.05098
H -3.29515 -1.49584 17.68193
C -12.02792 -1.98193 14.56660
Te -11.40854 -1.46656 16.60431
C -13.29851 -0.39216 16.57298
C -14.14085 -0.95636 15.47248
C -15.49821 -0.67117 15.33598
C -16.23952 -1.16190 14.26410
C -15.63346 -1.95111 13.29306
C -14.27204 -2.22418 13.39742
C -13.50835 -1.74642 14.47548
H -11.74160 -2.97779 14.29626
H -11.50670 -1.33057 13.86059
H -13.06049 0.69138 16.40860
H -13.78307 -0.44436 17.56180
H -15.97319 -0.00711 16.03737
H -17.28399 -0.85519 14.16642
H -16.15727 -2.24203 12.39559
H -13.76451 -2.70850 12.56034
```

## Properties
- Kohn-Sham gap (spin up / spin down): 5.858 / 5.797 eV
- Relative energy (zero: lowest compared OMol25 entry of this formula, charge and spin): 0.0 kcal/mol
- Multiplicity: 5

Number 1: E_tot -62857.244 eV. Number 2: E_tot -69327.594 eV. Number 3: E_tot -216374.956 eV. Number 4: E_tot -87867.863 eV. Number 5: E_tot -160392.376 eV.